Record 1
ORCA calculation (wB97M-V/def2-TZVPD) on a 2-piece molecular cluster, C6H10O overall.

The geometry in ORCA input format:
```
! RIJCOSX wB97M-V def2-TZVPD def2/J DEFGRID3
* xyz 0 1
C -0.72 -0.66 0.27
C -0.71 0.66 0.06
C 0.50 0.11 0.59
C -1.35 -1.96 0.18
C -1.13 2.06 -0.13
C 2.31 -0.12 -1.01
O 1.11 0.39 1.80
H -1.16 -2.30 -0.86
H -2.57 -1.84 0.13
H -1.09 -2.75 0.94
H -0.18 2.52 -0.53
H -1.31 2.52 0.80
H -2.12 2.15 -0.83
H 2.36 0.96 -1.29
H 1.67 -0.61 -1.87
H 3.04 -0.68 -0.49
H 1.34 -0.44 2.23
*
```

Results
Orbital gap ... 0.282 Ha
Energy above the lowest of the compared OMol25 structures with the same formula, charge and spin ... 132.97 kcal per mole
HOMO ... -7.01 eV
M ... 98.1 g/mol
E_tot ... -8425.47402 eV

Record 2
ORCA calculation (wB97M-V/def2-TZVPD) on one molecule with the formula C6H10O.

The geometry in ORCA input format:
```
! RIJCOSX wB97M-V def2-TZVPD def2/J DEFGRID3
* xyz 0 1
C -0.21 -0.67 -2.30
C -0.88 0.12 -1.46
C -1.43 -0.31 -0.13
C -0.71 0.40 1.03
C 0.63 -0.28 1.26
C 1.90 0.52 1.08
O 0.67 -1.44 1.62
H 0.16 -0.29 -3.25
H -0.03 -1.71 -2.08
H -1.04 1.17 -1.72
H -2.51 -0.09 -0.08
H -1.31 -1.39 0.01
H -1.30 0.31 1.95
H -0.58 1.47 0.82
H 2.04 1.06 2.02
H 1.85 1.27 0.28
H 2.76 -0.14 0.92
*
```

Results
Orbital gap ... 0.387 Ha
Energy above the lowest of the compared OMol25 structures with the same formula, charge and spin ... 6.56 kcal per mole
HOMO ... -9.56 eV
M ... 98.1 g/mol
E_tot ... -8430.95595 eV
Structure (SMILES) ... C=CCCC(C)=O

Record 3
ORCA calculation (wB97M-V/def2-TZVPD) on C6H10O2 as an isolated structure.

The geometry in ORCA input format:
```
! RIJCOSX wB97M-V def2-TZVPD def2/J DEFGRID3
* xyz 0 1
C -1.91 0.31 0.18
C -0.72 1.36 -0.40
C -0.62 0.62 1.04
C 0.54 -0.45 0.91
C 0.81 -1.23 -0.39
C 1.82 -0.36 0.23
H -1.63 -1.56 -0.23
H -2.76 0.74 0.77
H -0.35 0.67 -1.25
H -1.25 2.39 -0.68
H -0.80 1.09 2.00
H 0.92 -1.35 1.85
H 0.11 -0.71 -1.29
H 1.15 -2.31 -0.23
H 2.67 -0.92 0.78
H 3.32 1.64 -0.20
O -2.27 -0.85 -0.67
O 2.15 0.71 -0.71
*
```

Results
Orbital gap ... 0.305 Ha
Energy above the lowest of the compared OMol25 structures with the same formula, charge and spin ... 223.92 kcal per mole
HOMO ... -9.02 eV
M ... 114.1 g/mol
E_tot ... -10469.45995 eV

Record 4
ORCA calculation (wB97M-V/def2-TZVPD) on C6H10O2 as an isolated structure.

The geometry in ORCA input format:
```
! RIJCOSX wB97M-V def2-TZVPD def2/J DEFGRID3
* xyz 0 1
C 1.88 -1.11 0.85
C 1.21 -0.18 -0.02
C 0.04 -1.07 -1.09
C -0.52 0.95 -0.76
C -1.05 1.87 0.29
C 0.04 0.59 0.58
H 3.04 -1.13 1.45
H 1.14 -1.70 1.48
H 2.20 -2.02 0.00
H 1.72 0.50 -0.77
H -0.56 -2.08 -0.78
H 0.32 -1.40 -2.04
H 0.22 1.59 -1.47
H -0.97 3.01 0.20
H -2.16 1.18 0.71
H -1.31 0.15 2.39
O -1.02 -0.16 -1.32
O -0.63 -0.40 1.29
*
```

Results
Orbital gap ... 0.302 Ha
Energy above the lowest of the compared OMol25 structures with the same formula, charge and spin ... 249.56 kcal per mole
HOMO ... -8.33 eV
M ... 114.1 g/mol
E_tot ... -10468.34795 eV

Record 5
ORCA calculation (wB97M-V/def2-TZVPD) on one molecule with the formula C6H10O2.

The geometry in ORCA input format:
```
! RIJCOSX wB97M-V def2-TZVPD def2/J DEFGRID3
* xyz 0 1
C 1.72 -0.33 -0.70
C 0.52 0.39 -0.21
C 0.16 1.60 -1.06
C 0.37 0.42 1.26
O 0.66 0.65 2.41
C -0.51 -0.48 0.51
C -1.99 -0.44 0.45
O -0.08 -2.06 0.70
H 1.62 -0.61 -1.71
H 1.88 -1.18 -0.14
H 2.61 0.20 -0.60
H 0.74 2.43 -0.77
H -0.87 1.99 -0.92
H 0.50 1.32 -2.09
H -2.23 -0.31 1.47
H -2.28 -1.55 0.12
H -2.24 0.35 -0.25
H -0.58 -2.41 1.52
*
```

Results
Orbital gap ... 0.343 Ha
Energy above the lowest of the compared OMol25 structures with the same formula, charge and spin ... 80.06 kcal per mole
HOMO ... -8.80 eV
M ... 114.1 g/mol
E_tot ... -10475.69811 eV
Structure (SMILES) ... CC1(C)C(=O)[C@]1(C)O

Record 6
ORCA calculation (wB97M-V/def2-TZVPD) on one molecule with the formula C6H10O2.

The geometry in ORCA input format:
```
! RIJCOSX wB97M-V def2-TZVPD def2/J DEFGRID3
* xyz 0 1
C -0.09 1.54 -0.05
C 1.29 1.23 -0.15
O 2.09 0.09 -0.09
C 1.77 -1.30 0.20
C 0.43 -1.07 -0.02
O -0.82 -1.67 -0.10
C -1.85 -0.55 -0.39
C -1.33 0.82 0.44
H -0.30 2.72 -0.19
H 1.98 2.05 -0.87
H 2.05 -1.70 1.19
H 2.30 -1.86 -0.54
H 0.35 -0.39 -0.90
H 0.27 -0.44 0.79
H -2.85 -0.76 0.14
H -1.91 -0.46 -1.57
H -2.14 1.58 0.54
H -1.24 0.16 1.56
*
```

Results
Orbital gap ... 0.348 Ha
Energy above the lowest of the compared OMol25 structures with the same formula, charge and spin ... 174.38 kcal per mole
HOMO ... -8.57 eV
M ... 114.1 g/mol
E_tot ... -10471.60807 eV
Structure (SMILES) ... C1=C\OCCOCC/1

Record 7
ORCA calculation (wB97M-V/def2-TZVPD) on one molecule with the formula C6H10O2.

The geometry in ORCA input format:
```
! RIJCOSX wB97M-V def2-TZVPD def2/J DEFGRID3
* xyz 0 1
C -0.89 -0.51 1.30
C 1.28 0.73 0.41
C -0.54 0.74 0.51
C 0.56 -0.74 -1.52
C -0.98 0.83 -0.87
C 0.70 -2.05 -1.60
O -0.46 0.04 -1.78
O -0.95 1.84 1.27
H -0.71 2.65 0.81
H -1.47 1.71 -1.27
H -0.40 -0.47 2.27
H -0.57 -1.41 0.77
H -1.97 -0.54 1.45
H 1.34 1.13 1.42
H 1.68 1.46 -0.29
H 1.84 -0.20 0.41
H -0.13 -2.72 -1.80
H 1.68 -2.50 -1.48
*
```

Results
Orbital gap (alpha / beta) ... 0.310 / 0.288 Ha
Energy above the lowest of the compared OMol25 structures with the same formula, charge and spin ... 128.09 kcal per mole
HOMO (alpha / beta) ... -8.15 / -7.65 eV
M ... 114.1 g/mol
E_tot ... -10473.61536 eV

Record 8
ORCA calculation (wB97M-V/def2-TZVPD) on one molecule with the formula C6H10O2.

The geometry in ORCA input format:
```
! RIJCOSX wB97M-V def2-TZVPD def2/J DEFGRID3
* xyz 0 1
C -1.79 -1.93 0.40
C -1.96 -0.58 -0.12
C -0.80 0.16 -0.61
C 0.37 -0.48 -0.25
O 1.68 0.05 -0.03
C 2.77 -0.72 -0.02
C -0.61 1.62 -0.56
O -0.43 1.93 0.95
H -2.80 -2.45 0.36
H -0.85 -2.73 0.68
H -3.17 -0.31 -0.52
H 0.44 -1.56 0.02
H 2.50 -1.69 0.48
H 3.63 -0.41 0.72
H 3.21 -1.13 -1.03
H 0.27 2.05 -1.12
H -1.61 2.16 -1.08
H 0.49 1.77 1.05
*
```

Results
Orbital gap ... 0.309 Ha
Energy above the lowest of the compared OMol25 structures with the same formula, charge and spin ... 143.70 kcal per mole
HOMO ... -8.23 eV
M ... 114.1 g/mol
E_tot ... -10472.93864 eV
Structure (SMILES) ... C=C/C(=C/OC)CO